Below is a 2-piece molecular cluster, CH3ClO2S overall in a non-equilibrium geometry, with properties calculated with ωB97M-V with the def2-TZVPD basis set.

Each line ends with the Mulliken charge.
Atoms and positions in Å:
1 O 1.1682 -0.2944 -0.5944  -0.44
2 S 1.6369 0.8172 0.4635  0.24
3 Cl 3.4512 1.3974 -0.2189  -0.17
4 H 0.4215 -0.2288 -1.1469  0.39
5 C -1.7269 -0.4373 0.3341  0.01
6 O -1.5306 0.0915 -0.7591  -0.47
7 H -2.4729 -0.3135 1.1750  0.23
8 H -0.9474 -1.0321 0.7466  0.21

Values from the calculation:
SMILES: OSCl.C=O
net charge: 0

***

Below is C6H13N as an isolated structure in a non-equilibrium geometry, with properties calculated with ωB97M-V with the def2-TZVPD basis set.

Each line ends with the Mulliken charge.
Atoms and positions in Å:
1 C 2.6224 0.4888 0.1756  -1.33
2 C 1.1662 0.9498 0.2617  -0.45
3 N -1.2563 0.3243 1.5296  -0.61
4 C -1.0899 -0.0516 0.1685  0.36
5 C 0.1674 0.0415 -0.4515  0.39
6 C 0.6103 -1.3402 -0.9344  -1.45
7 C -2.2890 -0.2870 -0.7527  -1.38
8 H 2.7648 0.3385 -0.9049  0.31
9 H 3.3983 1.1942 0.3488  0.39
10 H 2.7102 -0.5376 0.5073  0.31
11 H 1.1085 1.9414 -0.1955  0.26
12 H 0.9142 1.1704 1.3034  0.42
13 H -2.2089 0.2036 1.8312  0.31
14 H -1.2663 1.2023 0.8265  0.44
15 H 1.4064 -1.2762 -1.6589  0.32
16 H -0.1909 -1.8691 -1.4545  0.40
17 H 0.9397 -1.9495 -0.0799  0.31
18 H -2.2704 -1.2963 -1.1749  0.32
19 H -2.2984 0.4331 -1.5588  0.33
20 H -3.2683 -0.1757 -0.2639  0.37

Values from the calculation:
net charge: 0

***

Below is one molecule with the formula C18H22FNO6, with properties calculated with ωB97M-V with the def2-TZVPD basis set.

Each line ends with the Mulliken charge.
Atoms and positions in Å:
1 C -4.4137 -3.7807 -0.7774  -1.09
2 C -2.9585 -3.8263 -1.2195  -0.23
3 O -2.0716 -3.7204 -0.1033  -0.37
4 C -1.7752 -2.4965 0.3350  0.56
5 O -2.1893 -1.4822 -0.1664  -0.59
6 C -0.8519 -2.5542 1.5312  -0.62
7 C 0.3772 -1.6716 1.3134  0.04
8 C 1.2860 -2.2362 0.2184  -0.88
9 N 2.3757 -1.3330 -0.0608  0.00
10 C 3.6193 -1.5456 0.3854  0.62
11 O 3.9920 -2.5581 0.9418  -0.69
12 C 4.6134 -0.4029 0.1306  -0.36
13 O 4.1187 0.6471 -0.6887  -0.40
14 C 3.5541 1.6955 -0.0814  0.71
15 O 3.4401 1.8115 1.1100  -0.63
16 C 3.1078 2.7327 -1.0931  -0.92
17 C 1.7865 3.3522 -0.6425  -0.93
18 C 0.7130 2.2881 -0.5457  0.68
19 O 0.9753 1.1203 -0.7559  -0.77
20 C -0.6542 2.7149 -0.1799  0.37
21 C -1.6615 1.7455 -0.1767  -0.39
22 C -2.9587 2.0708 0.1621  -0.61
23 C -3.2454 3.3815 0.4998  0.45
24 F -4.5051 3.7164 0.8315  -0.32
25 C -2.2698 4.3661 0.5073  -0.79
26 C -0.9752 4.0294 0.1666  -0.38
27 H -4.6106 -4.5651 -0.0508  0.30
28 H -5.0609 -3.9225 -1.6380  0.36
29 H -4.6349 -2.8169 -0.3254  0.30
30 H -2.7480 -3.0088 -1.9170  0.28
31 H -2.7176 -4.7845 -1.6839  0.33
32 H -0.5645 -3.5901 1.7086  0.29
33 H -1.4112 -2.1872 2.3944  0.33
34 H 0.9443 -1.5944 2.2420  0.36
35 H 0.0541 -0.6697 1.0240  -0.14
36 H 1.7222 -3.1869 0.5342  0.39
37 H 0.7122 -2.3871 -0.7011  0.29
38 H 2.1123 -0.4365 -0.4490  0.32
39 H 4.9086 -0.0043 1.1084  0.28
40 H 5.4916 -0.8116 -0.3734  0.33
41 H 3.8800 3.5021 -1.1511  0.35
42 H 3.0112 2.2541 -2.0671  0.32
43 H 1.9170 3.7879 0.3510  0.40
44 H 1.4724 4.1359 -1.3329  0.62
45 H -1.4220 0.7269 -0.4422  0.52
46 H -3.7336 1.3217 0.1667  0.52
47 H -2.5336 5.3759 0.7798  0.44
48 H -0.2182 4.7970 0.1814  0.36

Values from the calculation:
SMILES: CCOC(=O)CCCNC(=O)COC(=O)CCC(=O)c1ccc(F)cc1
net charge: 0

***

Below is a 3-piece molecular cluster, C3H12N2O2 overall in a non-equilibrium geometry, with properties calculated with ωB97M-V with the def2-TZVPD basis set.

Each line ends with the Mulliken charge.
Atoms and positions in Å:
1 C -1.2563 2.2569 -0.0509  -1.27
2 C -0.4391 0.9951 0.1685  0.79
3 N -1.1022 -0.2120 -0.2140  -0.60
4 C 0.7965 1.0893 0.6485  -0.40
5 N 1.7435 0.0440 0.8054  -0.42
6 H -2.3250 2.1028 0.0440  0.36
7 H -1.0945 2.6528 -1.0595  0.27
8 H -0.9123 2.9994 0.6670  0.36
9 H -0.6870 -0.9730 0.2795  0.04
10 H -1.2785 -0.2450 -1.2019  0.28
11 H 1.1926 2.0680 0.8797  0.28
12 H 1.5680 -0.8555 0.4289  0.10
13 H 2.6773 0.3639 0.6451  0.22
14 O 0.4079 -2.8157 1.9742  -0.67
15 H 0.6604 -2.1233 1.3404  0.30
16 H -0.4856 -3.0799 1.7066  0.32
17 O 0.0041 -1.7710 -2.4317  -0.68
18 H 0.1155 -1.3421 -1.5827  0.34
19 H 0.4146 -1.1546 -3.0472  0.35

Values from the calculation:
SMILES: C/C(N)=C/N.O.O
net charge: 0

***

Below is C12H31F3KN3O7S as an isolated structure in a non-equilibrium geometry, with properties calculated with ωB97M-V with the def2-TZVPD basis set.

Each line ends with the Mulliken charge.
Atoms and positions in Å:
1 K -4.4330 -4.2975 -2.1611  0.96
2 O -1.5079 -1.4123 -0.7920  -1.11
3 H -1.3534 -1.1332 -1.7155  0.19
4 C 1.2106 -7.0134 2.6153  -1.00
5 C 0.3037 -6.0303 1.9404  0.52
6 O -0.8975 -6.0814 2.0588  -0.42
7 N 0.8784 -4.8405 1.2025  -0.15
8 H 0.1149 -4.2214 0.9702  0.32
9 H 1.3625 -4.2909 1.8980  0.39
10 C 1.8990 -5.1788 0.0379  -0.75
11 H 0.6837 -7.7263 3.2496  0.32
12 H 1.8647 -6.4196 3.2538  0.34
13 H 1.8248 -7.6173 1.9474  0.34
14 H 2.8483 -5.5700 0.4040  0.35
15 H 2.1684 -4.2571 -0.4779  0.34
16 H 1.4150 -5.9343 -0.5811  0.36
17 C -6.7686 0.0768 1.6153  -1.06
18 C -5.4891 -0.1562 2.3672  0.63
19 O -5.3878 -0.9602 3.2592  -0.43
20 N -4.3414 0.7098 1.9140  -0.15
21 H -3.7842 0.2359 1.2175  0.31
22 H -4.5632 1.5202 1.3535  0.42
23 C -3.3045 1.1057 2.9500  -0.81
24 H -7.5021 -0.6000 2.0535  0.32
25 H -6.5912 -0.2648 0.5955  0.33
26 H -7.1056 1.1133 1.6008  0.39
27 H -3.8434 1.9695 3.3392  0.39
28 H -2.3857 1.4800 2.4985  0.34
29 H -2.9511 0.2944 3.5864  0.30
30 C 4.6298 4.2412 -0.3223  -0.89
31 N 5.2717 2.8449 -0.5569  -0.01
32 C 6.7304 2.8553 -1.1435  -0.87
33 C 5.3719 2.1512 0.8348  -0.82
34 C 4.4701 1.9885 -1.5647  -0.56
35 C 2.9130 1.8662 -1.4311  -0.64
36 O 2.7102 1.1583 -0.1582  -0.47
37 H 3.6699 3.9634 0.1129  0.45
38 H 4.6314 4.8177 -1.2474  0.32
39 H 5.3150 4.8129 0.3035  0.36
40 H 7.3944 3.3447 -0.4310  0.38
41 H 6.7024 3.4030 -2.0854  0.38
42 H 7.1062 1.8447 -1.3031  0.38
43 H 4.3574 2.0620 1.2234  0.38
44 H 5.9458 2.5813 1.6556  0.35
45 H 5.6343 1.1082 0.6572  0.38
46 H 4.9352 1.0028 -1.5728  0.39
47 H 4.5598 2.2458 -2.6201  0.44
48 H 2.4589 1.2364 -2.1961  0.46
49 H 2.4422 2.8490 -1.4554  0.30
50 H 1.9071 0.6549 -0.3104  0.29
51 C -4.8769 2.2091 -4.0337  0.55
52 F -3.6437 2.6888 -4.2087  -0.20
53 F -5.3195 2.0149 -5.2860  -0.23
54 F -5.0335 0.9746 -3.3539  -0.24
55 S -6.0050 3.4678 -3.0670  1.04
56 O -5.5511 4.7732 -3.6054  -0.64
57 O -7.4083 3.0552 -3.3933  -0.64
58 O -5.6833 3.2837 -1.6419  -0.64

Values from the calculation:
net charge: +2

***

Below is one molecule with the formula C2H8NOPS in a non-equilibrium geometry, with properties calculated with ωB97M-V with the def2-TZVPD basis set.

Each line ends with the Mulliken charge.
Atoms and positions in Å:
1 C -2.3705 -0.2702 -0.5405  -0.82
2 S -1.2677 -0.1598 0.8756  -0.18
3 P 0.4850 0.0304 -0.2926  0.86
4 C 1.3490 1.6660 0.1468  -0.96
5 N 1.8883 -1.1545 0.4616  -0.69
6 O 0.3262 -0.0894 -1.7150  -0.62
7 H -2.4318 -1.3127 -0.7748  0.32
8 H -1.8330 0.1418 -1.4011  0.29
9 H -3.2499 0.3842 -0.4708  0.35
10 H 2.4249 1.5387 -0.0312  0.31
11 H 0.8905 2.0996 -0.6531  0.31
12 H 0.9456 2.2415 1.0333  0.34
13 H 1.8087 -2.1210 0.0676  0.26
14 H 1.7820 -1.2228 1.4142  0.23

Values from the calculation:
SMILES: CS[P@@](C)(N)=O
net charge: 0

***

Below is a 2-piece molecular cluster, C3H6N2S2 overall in a non-equilibrium geometry, with properties calculated with ωB97M-V with the def2-TZVPD basis set.

Each line ends with the Mulliken charge.
Atoms and positions in Å:
1 C 0.0918 2.1790 -1.0108  -0.15
2 C 0.4801 3.5069 -0.9893  -0.35
3 S 1.3983 3.8344 0.3943  0.14
4 N 1.2173 2.2705 0.9101  -0.38
5 N 0.4917 1.5661 0.1185  -0.05
6 H -0.2575 1.5396 -1.7839  0.40
7 H 0.1650 4.2674 -1.7302  0.33
8 C 0.5967 -1.6267 0.3820  -0.49
9 S -1.1585 -1.4654 -0.2037  -0.19
10 H 0.9503 -2.5471 -0.2158  0.23
11 H 0.6549 -1.9957 1.4758  0.23
12 H 0.9671 -0.5970 0.2547  0.18
13 H -1.0980 -0.1310 -0.3801  0.08

Values from the calculation:
SMILES: c1csnn1.CS
net charge: 0

***

| no. | Kohn-Sham gap (Ha) | E_HOMO (eV) |
| --- | --- | --- |
| 1 | 0.316 | -8.7415 |
| 2 | 0.294 | -7.1320 |
| 3 | 0.344 | -9.3744 |
| 4 | 0.309 | -7.9073 |
| 5 | 0.176 | -10.3515 |
| 6 | 0.369 | -9.4201 |
| 7 | 0.316 | -8.5666 |